A structure of composition C33H35AuCl4N2O3S2Sb. Source: the Open Molecules 2025 dataset; level of theory: ωB97M-V with the def2-TZVPD basis set.

Results
Charge = +1
LUMO level (spin up / spin down) = -5.72 / -5.72 eV
Frontier orbital gap (spin up / spin down) = 3.81 / 3.81 eV
Molecular weight = 1032.3 g mol⁻¹
E_HOMO (spin up / spin down) = -0.3501 / -0.3501 hartree

Each line ends with the Löwdin charge.
Atoms and positions in Å:
H (-2.377, -3.141, -2.267)  0.1008
H (3.092, -1.549, 0.754)  0.0632
H (2.248, 2.829, 2.069)  0.0525
C (4.176, 0.490, 2.457)  -0.0553
H (4.715, 1.282, 2.975)  0.0919
C (2.188, 0.880, -0.204)  -0.3297
H (-1.855, 3.627, 0.413)  0.0340
C (-5.440, -0.463, 0.053)  -0.5954
H (-0.105, -5.277, -4.835)  0.1309
H (-1.862, 2.915, -3.497)  0.0582
O (-3.174, -0.693, 0.651)  -0.0607
H (1.498, 2.907, -0.202)  0.0894
H (0.021, -1.235, 3.782)  0.0928
H (4.913, -0.225, 2.090)  0.0950
H (3.017, 3.612, -2.017)  0.1052
H (2.395, -3.394, -3.481)  0.1014
C (0.264, 2.894, 2.907)  -0.2901
H (4.490, -0.375, -2.319)  0.1112
S (0.039, -3.410, -0.644)  0.6932
H (0.917, -1.968, 5.956)  0.1066
C (-6.069, -0.785, -2.266)  -0.6796
H (-3.588, 2.415, 2.825)  0.1017
C (-1.679, 3.641, -0.658)  -0.1985
H (0.214, -3.571, -5.223)  0.1306
C (2.170, 2.190, -0.653)  -0.1398
C (1.064, -1.060, 4.021)  -0.1383
N (0.445, -4.077, -3.202)  -0.1508
Cl (-5.850, -0.133, 1.687)  0.7693
C (1.861, -4.241, -3.043)  -0.0406
H (-1.225, 1.254, -3.454)  0.0496
C (2.891, -1.240, 5.548)  -0.0696
C (1.560, -1.473, 5.244)  -0.0795
H (3.663, 0.924, 1.602)  0.0338
C (-1.962, 3.641, 3.510)  -0.0705
H (3.878, -2.031, -0.754)  0.0887
C (3.700, -0.594, 4.636)  -0.0440
C (-6.415, -0.500, -0.924)  -0.6832
H (1.964, 4.155, 3.200)  0.0868
H (-2.118, 0.782, 1.737)  0.0503
Sb (0.806, 0.211, 1.320)  1.6155
Cl (-7.296, -0.868, -3.453)  0.7560
H (-2.375, -4.710, -4.411)  0.1248
H (3.298, -1.561, 6.495)  0.1082
C (-0.223, -4.248, -4.484)  -0.0864
C (-0.589, 3.803, 3.530)  -0.0408
C (-4.746, -0.997, -2.603)  -0.5943
O (-2.513, -1.256, -1.948)  -0.1110
H (2.188, -5.158, -3.529)  0.1000
C (-0.310, 1.807, 2.254)  -0.2958
O (-0.789, 1.158, -0.626)  -0.7274
Cl (-4.317, -1.311, -4.243)  0.7575
H (2.082, -4.292, -1.979)  0.0554
H (-0.675, 3.996, -0.868)  0.0566
H (-2.422, 4.262, -1.146)  0.0583
C (-1.688, -3.899, -4.163)  -0.1182
H (4.734, -0.398, 4.879)  0.1169
H (2.158, 2.509, 3.803)  0.0912
C (1.886, -0.426, 3.098)  -0.3076
H (-0.160, 4.652, 4.045)  0.1149
C (3.852, 1.662, -2.273)  -0.0710
H (4.503, 1.956, -3.082)  0.1068
C (-1.687, 1.636, 2.240)  -0.1621
S (-1.896, 1.933, -1.283)  0.8942
C (3.853, 0.350, -1.836)  -0.0390
C (3.222, -0.184, 3.392)  -0.3158
C (-1.228, 2.221, -2.959)  -0.2080
Cl (-8.051, -0.187, -0.530)  0.7473
C (-3.713, -0.991, -1.638)  -0.3602
H (2.111, -1.972, -0.649)  -0.0130
C (-2.518, 2.555, 2.858)  -0.0856
Au (-1.011, -1.260, -0.110)  0.5353
N (-1.662, -3.695, -2.722)  0.0375
C (-0.413, -3.706, -2.259)  -0.7362
H (-2.595, 4.364, 4.000)  0.1081
C (3.028, -0.062, -0.795)  -0.3171
H (-0.213, 2.593, -2.876)  0.0540
C (3.014, 2.588, -1.677)  -0.0813
C (-4.068, -0.709, -0.235)  -0.3461
H (-2.023, -2.992, -4.672)  0.0882
C (1.744, 3.110, 2.992)  -0.0403
C (3.036, -1.485, -0.334)  -0.0814

=====

A structure of composition C16H48AlFO8. Source: the Open Molecules 2025 dataset; level of theory: ωB97M-V with the def2-TZVPD basis set.

Results
Charge = +2
Energy above the lowest of the compared OMol25 structures with the same formula, charge and spin = 0.00 kcal per mole
LUMO level = -12.59 eV
Frontier orbital gap = 2.80 eV
Molecular weight = 414.5 g mol⁻¹
E_HOMO = -0.5655 hartree

Each line ends with the Löwdin charge.
Atoms and positions in Å:
F (9.874, 2.535, 20.597)  -0.3980
H (6.448, 6.118, 20.454)  0.1298
H (5.008, 3.360, 20.448)  0.0774
C (6.386, 5.041, 20.304)  -0.2719
H (7.275, 3.252, 17.587)  0.1215
H (7.023, 4.536, 23.444)  0.0655
O (11.035, 1.222, 18.697)  -0.0684
H (7.646, 4.532, 25.108)  0.0905
C (12.334, 4.357, 17.600)  -0.2559
H (8.425, 3.907, 15.469)  0.0882
H (11.167, 0.032, 16.316)  0.0809
H (11.428, -0.568, 21.279)  0.1270
H (12.886, 5.289, 17.721)  0.1325
H (5.328, -0.681, 21.580)  0.0914
H (14.053, 3.102, 17.296)  0.0959
H (8.460, 5.138, 17.657)  0.0998
H (8.449, 1.805, 20.569)  0.0174
C (12.553, 3.008, 22.426)  -0.3058
H (7.598, -0.395, 20.823)  0.1341
H (10.417, -2.304, 22.973)  0.0899
H (12.308, 3.471, 24.530)  0.0698
O (8.920, 4.415, 18.102)  -0.1525
C (13.052, 3.038, 23.861)  -0.0535
H (6.731, 3.184, 24.459)  0.0946
C (7.500, 3.925, 24.216)  -0.0529
H (11.408, 4.605, 17.052)  0.1191
C (8.806, 3.083, 16.079)  -0.0474
H (14.014, 3.542, 23.972)  0.0905
H (11.055, -1.334, 24.270)  0.0897
H (13.254, 2.371, 21.875)  0.1271
C (11.232, -0.390, 22.344)  -0.2632
H (8.751, 2.358, 18.073)  0.0706
C (7.050, 0.482, 21.207)  -0.2656
O (9.959, 0.263, 22.427)  -0.0322
C (10.277, 0.111, 18.274)  -0.2930
C (8.741, 3.245, 23.689)  -0.2554
H (11.566, 2.563, 22.357)  0.0691
H (12.175, -2.106, 23.164)  0.0917
H (9.143, 2.534, 24.419)  0.1391
H (12.521, 2.415, 16.669)  0.0715
O (11.947, 3.857, 18.869)  -0.0604
H (9.898, 3.160, 16.039)  0.0668
H (8.562, 2.812, 22.711)  0.0710
C (13.109, 3.328, 16.800)  -0.0365
O (12.555, 4.324, 21.862)  -0.1408
H (10.417, -1.509, 16.867)  0.0926
O (7.459, 4.348, 20.916)  -0.1258
H (5.261, 0.139, 20.046)  0.0902
H (13.256, 2.033, 24.243)  0.0893
H (9.256, 0.406, 17.972)  0.1202
O (7.493, 1.598, 20.420)  -0.1026
H (4.916, 4.491, 21.761)  0.0877
H (4.190, 4.886, 20.199)  0.0987
H (7.377, 0.747, 22.219)  0.1128
O (9.800, 4.220, 23.472)  -0.1257
H (9.979, 1.111, 21.953)  0.0313
H (7.368, 3.408, 20.666)  0.0568
H (10.599, 1.651, 19.472)  0.0310
H (5.040, 1.043, 21.634)  0.0789
Al (10.175, 5.314, 20.767)  1.3786
H (11.932, -1.036, 17.496)  0.0912
H (10.131, 4.498, 24.334)  0.1047
H (10.105, -0.574, 19.124)  0.1302
H (11.973, 0.331, 22.727)  0.1089
C (5.565, 0.262, 21.083)  -0.0552
H (13.459, 4.651, 21.941)  0.1131
C (8.365, 3.215, 17.529)  -0.2749
H (11.619, 2.947, 18.738)  0.0535
H (13.346, 3.693, 15.801)  0.0993
C (10.975, -0.622, 17.166)  -0.0548
C (11.211, -1.600, 23.224)  -0.0584
H (8.530, 2.147, 15.594)  0.0928
H (6.493, 4.906, 19.210)  0.1143
C (5.055, 4.430, 20.677)  -0.0377

=====

A structure of composition C27H28FN8O5STi. Source: the Open Molecules 2025 dataset; level of theory: ωB97M-V with the def2-TZVPD basis set.

Results
Charge = +3
LUMO level = -8.17 eV
Frontier orbital gap = 7.18 eV
Molecular weight = 643.5 g mol⁻¹
E_HOMO = -0.5641 hartree

Each line ends with the Löwdin charge.
Atoms and positions in Å:
H (3.782, 0.538, 1.815)  0.0976
H (-5.842, 2.261, 1.925)  0.1239
H (4.465, -2.111, 0.204)  0.1385
C (8.225, -6.093, -3.071)  -0.0696
H (8.611, -2.920, -3.815)  0.1475
H (-5.250, 0.324, 0.549)  0.1240
C (1.679, -1.139, -3.574)  0.0807
C (3.046, 1.120, 2.348)  -0.3980
H (7.184, -2.820, -4.832)  0.1319
H (9.900, -5.124, -3.848)  0.1907
N (0.705, -1.752, 2.602)  0.0193
H (9.393, -6.376, -4.776)  0.1933
C (-1.170, -2.470, 1.334)  -0.5994
C (1.468, -0.799, -2.250)  -0.0135
H (8.963, -4.258, -5.854)  0.1473
C (-4.471, 0.828, 1.103)  -0.0298
C (7.763, -3.499, -4.211)  -0.1180
C (8.293, -4.627, -5.080)  -0.0732
C (-4.811, 1.939, 1.892)  -0.0345
N (1.759, 1.011, 2.127)  -0.0654
C (7.698, -4.921, -2.258)  -0.1305
C (-2.562, 2.163, 2.529)  -0.1492
Ti (0.552, -0.256, 0.768)  1.2339
C (4.554, -2.330, -0.850)  0.0963
N (-0.838, 0.854, 1.882)  0.0589
C (-3.175, 0.365, 1.014)  0.0194
O (0.347, 0.669, -0.774)  -0.0963
C (-3.866, 2.631, 2.621)  0.0176
H (7.412, -6.669, -3.511)  0.1472
H (-1.273, 3.421, 3.697)  0.1904
C (5.656, -2.984, -1.306)  -0.1774
C (3.741, -1.044, -6.156)  -0.0422
O (-0.513, -1.675, 0.430)  -0.1223
H (-4.131, 3.489, 3.224)  0.1275
C (-0.392, 1.810, 2.688)  -0.2332
S (3.455, 2.255, 3.533)  1.1720
F (6.619, -3.310, -0.432)  0.0963
H (0.805, -1.282, 3.496)  0.1233
H (8.848, -6.746, -2.462)  0.1482
H (4.963, -3.152, -4.597)  0.1170
C (0.260, 0.029, -1.972)  -0.4892
N (9.063, -5.588, -4.215)  0.0692
H (1.837, -2.024, -5.863)  0.1339
H (1.497, 3.402, 4.451)  0.1028
H (0.941, -0.846, -4.311)  0.1691
H (3.192, -3.087, -5.603)  0.1241
N (2.736, -1.806, -4.010)  0.0071
O (-2.147, -3.085, 1.075)  0.1855
C (2.849, -2.062, -5.468)  -0.1516
H (1.467, -2.424, 2.507)  0.1313
N (-0.549, -2.395, 2.568)  0.0456
H (-0.734, -3.140, 3.227)  0.1722
C (-2.214, 1.055, 1.750)  -0.1708
C (4.859, -2.895, -3.554)  0.0770
C (5.840, -3.311, -2.671)  -0.1230
O (2.244, -1.003, -0.001)  -0.1213
C (3.726, -2.193, -3.118)  -0.0926
H (3.333, -0.039, -6.053)  0.0927
C (1.040, 1.887, 2.919)  -0.2804
C (3.559, -1.910, -1.748)  -0.0418
C (2.389, -1.213, -1.275)  -0.2220
H (7.486, -5.198, -5.535)  0.1455
H (4.752, -1.044, -5.747)  0.0712
H (7.053, -5.332, -1.485)  0.1441
N (6.954, -4.019, -3.121)  -0.0801
H (8.529, -4.412, -1.752)  0.1424
H (-2.925, -0.489, 0.398)  0.1141
H (3.802, -1.272, -7.219)  0.0964
N (-1.374, 2.614, 3.101)  0.2264
C (1.805, 2.650, 3.741)  -0.2661
O (-0.656, 0.165, -2.717)  0.1981

=====

The molecule C29H44N4O4S. Source: the Open Molecules 2025 dataset; level of theory: ωB97M-V with the def2-TZVPD basis set.

Results
Charge = 0
Energy above the lowest of the compared OMol25 structures with the same formula, charge and spin = 0.00 kcal per mole
LUMO level = -0.08 eV
SMILES string = CC[C@H]1CCCCN1CCCNC(=O)c1cn(CC)c2ccc(S(=O)(=O)N(C)C3CCCCC3)cc2c1=O
Frontier orbital gap = 7.93 eV
Molecular weight = 544.8 g mol⁻¹
E_HOMO = -0.2946 hartree

Each line ends with the Löwdin charge.
Atoms and positions in Å:
H (3.489, -2.829, -4.588)  0.1175
H (8.045, 0.630, -2.397)  0.1082
H (-2.586, 2.862, 4.696)  0.1189
O (-1.529, 2.649, 1.703)  -0.2685
C (-3.624, 2.866, 4.355)  -0.1560
H (6.591, 0.589, -3.407)  0.1120
C (-4.551, 3.309, 5.483)  -0.1930
H (3.519, -1.926, -0.914)  0.1168
H (2.625, 0.691, 1.138)  0.0682
H (-2.197, -0.506, 3.929)  0.0966
H (4.187, -1.281, -4.023)  0.1153
O (-3.936, 2.808, 1.224)  -0.2808
O (1.000, -0.350, -1.392)  0.0295
C (-1.933, 0.306, 3.253)  -0.0893
H (-1.242, 0.993, 3.752)  0.0924
H (-3.698, 3.560, 3.517)  0.1084
H (5.136, -2.582, -0.620)  0.1203
N (2.318, -1.751, -3.288)  0.0930
C (6.488, -0.679, -1.683)  -0.1910
H (-4.429, -2.051, -3.442)  0.1174
H (6.923, -0.730, -0.668)  0.1247
H (-0.525, 0.911, 0.023)  0.1281
H (-6.317, 1.194, 5.357)  0.1130
C (6.389, 1.814, -1.654)  -0.1992
O (1.110, -3.342, -4.364)  0.0391
H (3.773, 1.021, 2.440)  0.0694
H (-6.662, 3.603, 5.827)  0.1078
C (-3.810, 0.169, -0.235)  -0.0307
H (-5.566, 2.139, 2.548)  0.1000
H (-4.438, 2.633, 6.335)  0.1147
C (-1.347, -0.530, -1.329)  -0.0357
C (-6.390, 1.902, 4.527)  -0.1971
C (-0.015, -0.873, -1.852)  -0.3006
C (-1.431, 0.434, -0.319)  0.0239
C (1.188, -2.401, -3.587)  -0.4514
H (3.603, 2.155, 1.102)  0.0681
H (6.821, 1.877, -0.653)  0.1037
C (6.953, 0.597, -2.377)  -0.1796
H (3.878, -3.829, -2.370)  0.1144
S (-2.792, 1.995, 1.520)  0.6788
C (3.606, 1.101, 1.367)  -0.0916
C (-2.526, -1.138, -1.809)  -0.1184
H (-5.728, 0.452, 3.061)  0.1173
N (-2.436, -2.063, -2.824)  -0.0382
C (4.392, -2.900, -2.621)  -0.1501
H (3.350, 0.279, -1.062)  0.1164
H (-4.225, -3.606, -1.450)  0.0713
H (5.663, 0.775, 0.836)  0.0997
H (-6.120, 4.006, 4.193)  0.1178
H (-3.920, 0.764, 4.702)  0.1534
C (-0.039, -1.864, -2.905)  -0.0154
H (5.382, -3.152, -3.002)  0.1019
C (-3.757, -0.773, -1.235)  0.0119
H (-3.353, -3.117, -4.344)  0.1253
C (4.512, -2.042, -1.353)  -0.2040
H (4.693, -0.693, 0.937)  0.1066
H (6.849, -1.547, -2.240)  0.1161
H (6.657, 2.729, -2.187)  0.1084
C (-2.645, 0.774, 0.218)  -0.2591
H (-4.747, 0.464, 0.208)  0.1185
N (-3.141, 0.967, 2.808)  -0.2442
C (-4.014, 1.471, 3.866)  -0.3381
C (4.433, 0.371, -0.921)  -0.3248
H (4.462, 1.722, -2.581)  0.1177
C (-5.468, 1.459, 3.394)  -0.1598
C (-1.224, -2.391, -3.312)  0.0323
H (-1.195, -3.138, -4.096)  0.1452
C (4.871, 1.690, -1.570)  -0.1413
H (-1.433, -0.107, 2.379)  0.0799
C (3.624, -2.169, -3.728)  -0.1702
H (-3.169, -4.647, -2.405)  0.0818
C (4.687, 0.347, 0.602)  -0.2007
H (2.274, -1.026, -2.579)  0.0959
C (-3.601, -2.755, -3.345)  -0.1886
H (-4.275, 4.312, 5.813)  0.1107
H (-4.858, -4.439, -2.874)  0.0785
H (4.452, 2.527, -1.011)  0.1080
N (5.041, -0.727, -1.660)  -0.1492
H (-7.424, 1.903, 4.178)  0.1090
C (-6.002, 3.295, 5.013)  -0.2045
C (-3.989, -3.936, -2.459)  -0.0581
H (-4.676, -1.224, -1.570)  0.1057